No. 1
Formula: C25H25F3N3O3Re
Source: OMol25
Level of theory: ωB97M-V/def2-TZVPD

Output
- Gap between HOMO and LUMO (alpha / beta): 0.2577 / 0.2728 Eh
- Multiplicity: 2
- Largest force on an atom: 1.55 eV/A
- Total charge: +1
- LUMO energy (alpha / beta): -4.10 / -3.88 eV

Positions of all 60 atoms, in Å:
Re1 1.135 -1.017 1.852
C1 -0.143 1.546 -4.190
C2 -1.527 1.586 -3.588
C3 -2.570 2.277 -4.199
C4 -3.839 2.318 -3.638
C5 -4.093 1.650 -2.448
C6 -3.076 0.939 -1.831
C7 -1.806 0.922 -2.395
N1 -0.737 0.177 -1.788
C8 -0.439 0.124 -0.476
N2 -0.932 1.099 0.296
C9 -0.843 1.274 1.689
C10 -0.038 0.485 2.513
C11 -0.031 0.745 3.900
C12 -0.780 1.767 4.435
C13 -1.557 2.550 3.581
C14 -1.608 2.327 2.215
C15 -2.466 3.190 1.320
N3 0.349 -0.822 0.011
C16 0.752 -1.876 -0.899
C17 -0.091 -2.971 -1.046
C18 0.265 -4.007 -1.888
C19 1.467 -3.943 -2.584
C20 2.297 -2.844 -2.432
C21 1.961 -1.783 -1.586
C22 2.892 -0.599 -1.434
H1 -0.055 2.262 -5.005
H2 0.090 0.557 -4.602
H3 0.623 1.780 -3.447
H4 -2.375 2.800 -5.129
H5 -4.632 2.863 -4.136
H6 -5.083 1.667 -2.009
H7 -3.276 0.376 -0.923
H8 -0.234 -0.475 -2.370
H9 -1.471 1.789 -0.201
H10 0.580 0.132 4.552
H11 -0.767 1.962 5.502
H12 -2.149 3.362 3.992
H13 -2.975 3.954 1.903
H14 -3.237 2.606 0.804
H15 -1.873 3.711 0.559
H16 -1.016 -3.000 -0.482
H17 -0.389 -4.862 -1.999
H18 1.754 -4.748 -3.251
H19 3.232 -2.795 -2.983
H20 3.474 -0.456 -2.344
H21 3.605 -0.749 -0.619
H22 2.360 0.330 -1.221
F1 5.531 0.396 2.228
C23 4.888 -0.268 3.170
F2 4.896 0.427 4.301
F3 5.462 -1.448 3.365
C24 3.420 -0.512 2.758
O1 2.679 -1.230 3.453
O2 2.937 0.000 1.670
C25 -0.106 -3.139 3.477
O3 0.010 -2.417 2.223
H23 -0.042 -4.200 3.271
H24 -1.074 -2.922 3.917
H25 0.672 -2.868 4.185


No. 2
Formula: C25H25LaN2P
Source: OMol25
Level of theory: ωB97M-V/def2-TZVPD

Output
- Gap between HOMO and LUMO (alpha / beta): 0.1391 / 0.1367 Eh
- Largest force on an atom: 5.11 eV/A
- Total charge: -1
- LUMO energy (alpha / beta): 1.69 / 1.69 eV

Positions of all 54 atoms, in Å:
C1 -0.362 1.484 -4.735
C2 1.051 1.575 -4.500
C3 1.261 2.468 -3.404
C4 -0.013 2.936 -2.960
C5 -1.020 2.347 -3.790
La1 -0.577 -0.186 -2.451
N1 -3.508 -0.118 -2.867
C6 0.722 -2.379 -2.334
C7 1.761 -2.036 -3.206
H1 2.226 2.831 -3.061
H2 1.811 1.158 -5.151
H3 -0.185 3.718 -2.222
H4 -2.094 2.527 -3.760
H5 -0.858 0.884 -5.498
H6 1.436 -1.690 -4.261
H7 0.652 -2.222 -1.233
H8 -2.990 -1.023 -3.262
H9 2.812 -2.130 -2.982
H10 -0.202 -2.763 -2.872
N2 0.207 -0.485 0.086
P1 -0.872 -1.377 1.064
C8 1.568 -0.366 0.373
C9 2.404 -1.460 0.716
C10 3.782 -1.245 0.863
C11 4.310 0.050 0.744
C12 3.451 1.143 0.513
C13 2.089 0.932 0.303
C14 -2.327 -0.231 0.973
C15 -2.943 0.293 2.125
C16 -3.971 1.222 1.990
C17 -4.398 1.633 0.716
C18 -3.820 1.069 -0.422
C19 -2.819 0.113 -0.314
C20 -0.254 -1.211 2.792
C21 -0.191 -2.411 3.553
C22 0.332 -2.375 4.836
C23 0.780 -1.162 5.371
C24 0.685 0.021 4.633
C25 0.146 0.008 3.344
H11 1.978 -2.462 0.913
H12 4.423 -2.094 1.134
H13 5.377 0.224 0.890
H14 3.843 2.175 0.541
H15 1.405 1.766 0.194
H16 -2.621 -0.066 3.107
H17 -4.456 1.610 2.872
H18 -5.197 2.362 0.598
H19 -4.162 1.321 -1.428
H20 -2.621 -0.537 -1.294
H21 -0.592 -3.328 3.108
H22 0.361 -3.287 5.414
H23 1.178 -1.133 6.385
H24 0.995 0.971 5.065
H25 0.009 0.935 2.790


No. 3
Formula: C25H25N3O2RhSTe
Source: OMol25
Level of theory: ωB97M-V/def2-TZVPD

Output
- Gap between HOMO and LUMO (alpha / beta): 0.2409 / 0.2440 Eh
- Multiplicity: 2
- Largest force on an atom: 1.19 eV/A
- Energy relative to the best compared isomer or geometry (same formula, charge and spin): 17.0 kcal per mole
- LUMO energy (alpha / beta): -0.71 / -1.15 eV

Positions of all 58 atoms, in Å:
Rh1 0.167 0.431 -1.520
O1 -4.694 -4.408 -1.019
C1 -4.946 -3.201 -0.960
O2 -6.005 -2.568 -0.958
C2 -3.693 -2.304 -1.123
C3 -3.814 -0.920 -1.135
C4 -2.674 -0.143 -1.265
N1 -1.474 -0.724 -1.384
C5 -1.333 -2.055 -1.395
C6 -2.434 -2.881 -1.259
C7 0.064 -2.486 -1.598
C8 0.451 -3.819 -1.601
C9 1.771 -4.145 -1.853
C10 2.678 -3.125 -2.108
C11 2.229 -1.819 -2.080
N2 0.960 -1.491 -1.816
C12 -2.617 1.347 -1.273
C13 -3.736 2.138 -1.058
C14 -3.603 3.515 -1.058
C15 -2.347 4.069 -1.267
C16 -1.273 3.223 -1.473
N3 -1.395 1.896 -1.487
H1 -4.813 -0.519 -1.043
H2 -2.389 -3.960 -1.250
H3 -0.286 -4.586 -1.417
H4 2.085 -5.179 -1.860
H5 3.715 -3.330 -2.330
H6 2.895 -0.987 -2.281
H7 -4.694 1.671 -0.889
H8 -4.466 4.146 -0.893
H9 -2.193 5.138 -1.273
H10 -0.277 3.611 -1.643
C17 -0.990 0.710 3.728
C18 0.461 0.760 3.231
C19 1.114 2.069 3.693
C20 1.236 -0.431 3.804
C21 0.446 0.701 1.760
C22 0.383 0.623 0.546
H11 -1.012 0.747 4.818
H12 -1.478 -0.208 3.401
H13 -1.559 1.554 3.340
H14 1.104 2.132 4.782
H15 0.579 2.929 3.291
H16 2.152 2.127 3.359
H17 1.182 -0.418 4.894
H18 2.290 -0.388 3.521
H19 0.820 -1.373 3.448
C23 4.890 2.027 -0.912
Te1 3.034 1.688 0.080
C24 3.453 -0.321 0.601
H20 5.427 2.826 -0.408
H21 4.659 2.333 -1.933
H22 5.484 1.117 -0.905
H23 4.334 -0.661 0.063
H24 2.570 -0.905 0.362
H25 3.619 -0.352 1.675
S1 2.211 2.591 -2.916
C25 1.733 1.585 -1.752


No. 4
Formula: C25H25N3O4
Source: OMol25
Level of theory: ωB97M-V/def2-TZVPD

Output
- Gap between HOMO and LUMO: 0.3040 Eh
- SMILES: COc1ccc(C(=O)N/N=C(\C)c2ccc(NC(=O)Cc3ccccc3)cc2)c(OC)c1
- Largest force on an atom: 1.06 eV/A
- Energy relative to the best compared isomer or geometry (same formula, charge and spin): 73.0 kcal per mole
- LUMO energy: 0.58 eV

Positions of all 57 atoms, in Å:
C1 -9.878 -1.531 -0.935
O1 -9.057 -0.433 -0.612
C2 -7.726 -0.645 -0.457
C3 -7.083 -1.869 -0.591
C4 -5.718 -1.925 -0.403
C5 -4.945 -0.811 -0.088
C6 -3.487 -1.097 0.076
O2 -3.057 -2.230 0.065
N1 -2.678 -0.003 0.225
N2 -1.353 -0.160 0.357
C7 -0.563 0.824 0.550
C8 -0.995 2.265 0.689
C9 0.860 0.494 0.633
C10 1.251 -0.823 0.893
C11 2.581 -1.174 0.979
C12 3.568 -0.208 0.794
N3 4.935 -0.484 0.873
C13 5.564 -1.671 1.093
O3 5.015 -2.729 1.290
C14 7.090 -1.523 1.092
C15 7.569 -0.698 -0.065
C16 7.560 -1.232 -1.349
C17 7.959 -0.470 -2.431
C18 8.372 0.840 -2.245
C19 8.384 1.382 -0.972
C20 7.982 0.618 0.111
C21 3.189 1.104 0.516
C22 1.856 1.451 0.439
C23 -5.607 0.427 0.050
O4 -4.871 1.537 0.371
C24 -5.528 2.772 0.549
C25 -6.978 0.488 -0.135
H1 -10.888 -1.132 -1.008
H2 -9.594 -1.975 -1.894
H3 -9.847 -2.297 -0.155
H4 -7.624 -2.768 -0.836
H5 -5.196 -2.866 -0.496
H6 -3.103 0.920 0.246
H7 -1.055 2.743 -0.290
H8 -0.288 2.814 1.304
H9 -1.974 2.329 1.163
H10 0.481 -1.564 1.027
H11 2.866 -2.192 1.186
H12 5.534 0.313 0.696
H13 7.380 -1.064 2.040
H14 7.509 -2.529 1.055
H15 7.235 -2.252 -1.494
H16 7.949 -0.897 -3.422
H17 8.685 1.435 -3.090
H18 8.708 2.401 -0.820
H19 8.003 1.046 1.105
H20 3.950 1.856 0.355
H21 1.601 2.473 0.202
H22 -4.746 3.484 0.812
H23 -6.020 3.101 -0.371
H24 -6.259 2.724 1.361
H25 -7.521 1.413 -0.038


No. 5
Formula: C25H25N3O7
Source: OMol25
Level of theory: ωB97M-V/def2-TZVPD

Output
- Gap between HOMO and LUMO: 0.3490 Eh
- SMILES: CCC1=C2CC[C@H]3C(=O)NC(=O)[C@H]3[C@H]2[C@@]2(Cc3ccccc3)/C(=N/CC(=O)OC)OC(=O)N2C1=O
- Largest force on an atom: 0.82 eV/A
- Energy relative to the best compared isomer or geometry (same formula, charge and spin): 0.0 kcal per mole
- LUMO energy: 0.08 eV

Positions of all 60 atoms, in Å:
C1 -0.892 -4.846 0.202
C2 -0.012 -4.066 -0.776
C3 -0.022 -2.599 -0.442
C4 0.743 -2.035 0.499
C5 1.867 -2.710 1.227
C6 3.170 -2.130 0.664
C7 3.255 -0.602 0.843
C8 4.273 -0.122 -0.179
O1 5.468 -0.134 -0.112
N1 3.541 0.281 -1.278
C9 2.177 0.342 -1.073
O2 1.367 0.579 -1.925
C10 1.974 0.123 0.414
C11 0.680 -0.577 0.856
C12 -0.618 0.054 0.348
C13 -1.762 -0.207 1.372
C14 -3.056 0.376 0.875
C15 -3.862 -0.337 -0.004
C16 -5.007 0.238 -0.527
C17 -5.360 1.528 -0.173
C18 -4.570 2.240 0.713
C19 -3.423 1.667 1.233
C20 -0.575 1.533 0.060
N2 -0.111 2.389 0.848
C21 -0.152 3.786 0.519
C22 1.130 4.290 -0.127
O3 1.313 5.441 -0.411
O4 2.017 3.311 -0.326
C23 3.235 3.668 -0.974
O5 -1.167 1.761 -1.140
C24 -1.445 0.572 -1.772
O6 -1.954 0.511 -2.838
N3 -1.019 -0.453 -0.943
C25 -0.930 -1.793 -1.303
O7 -1.494 -2.240 -2.268
H1 -0.888 -5.903 -0.053
H2 -1.918 -4.487 0.151
H3 -0.536 -4.732 1.223
H4 -0.413 -4.183 -1.784
H5 1.003 -4.464 -0.763
H6 1.861 -3.788 1.086
H7 1.802 -2.502 2.297
H8 3.213 -2.371 -0.402
H9 4.033 -2.591 1.146
H10 3.557 -0.362 1.863
H11 3.968 0.518 -2.164
H12 1.958 1.134 0.842
H13 0.664 -0.496 1.949
H14 -1.477 0.259 2.316
H15 -1.852 -1.287 1.511
H16 -3.593 -1.344 -0.289
H17 -5.618 -0.323 -1.218
H18 -6.250 1.979 -0.587
H19 -4.843 3.245 0.997
H20 -2.803 2.226 1.920
H21 -0.288 4.345 1.449
H22 -0.969 4.037 -0.170
H23 4.038 3.112 -0.491
H24 3.404 4.742 -0.882
H25 3.169 3.399 -2.029


No. 6
Formula: C25H25N4Pd
Source: OMol25
Level of theory: ωB97M-V/def2-TZVPD

Output
- Gap between HOMO and LUMO: 0.1632 Eh
- Largest force on an atom: 0.38 eV/A
- Total charge: -1
- Energy relative to the best compared isomer or geometry (same formula, charge and spin): 26.6 kcal per mole
- LUMO energy: 3.07 eV

Positions of all 55 atoms, in Å:
Pd1 1.676 0.240 -0.759
C1 -2.133 0.127 0.070
N1 -0.962 0.520 0.832
C2 -0.889 -0.261 2.052
C3 0.439 -0.281 2.778
C4 0.648 -1.293 3.719
C5 1.864 -1.372 4.362
C6 2.848 -0.441 4.048
C7 2.542 0.537 3.122
N2 1.361 0.631 2.512
C8 -0.845 1.949 1.062
C9 -0.091 2.735 0.013
C10 -0.639 3.908 -0.488
C11 0.061 4.644 -1.431
C12 1.314 4.200 -1.813
C13 1.817 3.046 -1.225
N3 1.128 2.309 -0.342
C14 -2.034 0.197 -1.439
C15 -2.901 -0.592 -2.200
C16 -2.799 -0.567 -3.575
C17 -1.830 0.242 -4.159
C18 -1.030 1.000 -3.324
N4 -1.137 0.992 -1.997
H1 -3.023 0.710 0.383
H2 -2.347 -0.917 0.302
H3 -1.086 -1.300 1.783
H4 -1.672 0.035 2.782
H5 -0.132 -2.023 3.902
H6 2.057 -2.160 5.080
H7 3.828 -0.477 4.506
H8 3.276 1.284 2.838
H9 -0.298 2.088 1.992
H10 -1.841 2.410 1.187
H11 -1.625 4.214 -0.162
H12 -0.364 5.546 -1.854
H13 1.909 4.736 -2.541
H14 2.812 2.689 -1.449
H15 -3.616 -1.238 -1.705
H16 -3.446 -1.184 -4.186
H17 -1.694 0.277 -5.232
H18 -0.255 1.644 -3.727
C19 2.389 -1.608 -1.541
C20 1.319 -2.213 -0.820
C21 0.021 -2.423 -1.395
C22 -0.971 -3.119 -0.742
C23 -0.781 -3.666 0.534
C24 0.481 -3.489 1.115
C25 1.485 -2.791 0.482
H19 2.291 -1.578 -2.624
H20 3.396 -1.820 -1.190
H21 -0.168 -2.018 -2.385
H22 -1.926 -3.255 -1.243
H23 -1.559 -4.234 1.029
H24 0.682 -3.914 2.095
H25 2.448 -2.675 0.970


No. 7
Formula: C25H25N5O2S
Source: OMol25
Level of theory: ωB97M-V/def2-TZVPD

Output
- Gap between HOMO and LUMO: 0.3069 Eh
- SMILES: CC(=O)Nc1cccc(-c2nnc(SCC(=O)n3c4c(c5ccccc53)CCCC4)n2C)c1
- Largest force on an atom: 1.20 eV/A
- Energy relative to the best compared isomer or geometry (same formula, charge and spin): 0.0 kcal per mole
- LUMO energy: 0.50 eV

Positions of all 58 atoms, in Å:
C1 0.400 2.185 -6.170
C2 -0.021 1.281 -5.030
O1 -0.961 1.516 -4.308
N1 0.781 0.179 -4.921
C3 0.705 -0.872 -4.002
C4 1.528 -1.980 -4.199
C5 1.504 -3.032 -3.302
C6 0.658 -3.003 -2.210
C7 -0.177 -1.904 -2.015
C8 -1.020 -1.870 -0.831
N2 -0.650 -2.350 0.334
N3 -1.620 -2.115 1.218
C9 -2.584 -1.502 0.585
S1 -4.025 -0.854 1.332
C10 -3.127 0.093 2.612
C11 -2.035 0.875 1.898
O2 -2.216 1.361 0.805
N4 -0.809 0.900 2.518
C12 0.408 0.957 1.816
C13 1.441 0.731 2.662
C14 0.901 0.595 3.984
C15 1.489 0.426 5.231
C16 0.677 0.400 6.346
C17 -0.699 0.567 6.228
C18 -1.306 0.735 4.995
C19 -0.503 0.710 3.867
C20 2.861 0.622 2.220
C21 2.893 0.348 0.716
C22 2.005 1.349 -0.019
C23 0.534 1.143 0.346
N5 -2.267 -1.316 -0.726
C24 -3.085 -0.664 -1.709
C25 -0.144 -0.833 -2.902
H1 -0.256 3.050 -6.197
H2 0.330 1.654 -7.117
H3 1.426 2.517 -6.028
H4 1.505 0.073 -5.619
H5 2.192 -2.009 -5.051
H6 2.152 -3.881 -3.459
H7 0.634 -3.811 -1.497
H8 -2.723 -0.618 3.329
H9 -3.865 0.750 3.069
H10 2.561 0.333 5.320
H11 1.111 0.270 7.326
H12 -1.310 0.577 7.118
H13 -2.369 0.905 4.943
H14 3.392 1.553 2.444
H15 3.358 -0.182 2.767
H16 2.524 -0.662 0.525
H17 3.919 0.413 0.347
H18 2.308 2.363 0.252
H19 2.124 1.238 -1.098
H20 0.155 0.251 -0.161
H21 -0.066 1.989 0.008
H22 -2.844 -1.044 -2.700
H23 -2.918 0.415 -1.676
H24 -4.133 -0.862 -1.482
H25 -0.743 0.045 -2.736


No. 8
Formula: C25H26AsF9N5O2STa
Source: OMol25
Level of theory: ωB97M-V/def2-TZVPD

Output
- Gap between HOMO and LUMO (alpha / beta): 0.1787 / 0.1628 Eh
- Multiplicity: 2
- Largest force on an atom: 0.32 eV/A
- Total charge: +3
- Energy relative to the best compared isomer or geometry (same formula, charge and spin): 11.6 kcal per mole
- LUMO energy (alpha / beta): -11.60 / -12.03 eV

Positions of all 70 atoms, in Å:
Ta1 -1.171 0.009 0.406
F1 -2.020 -2.956 4.714
C1 -2.927 -3.446 3.857
F2 -2.315 -4.354 3.091
F3 -3.901 -4.022 4.533
C2 -3.453 -2.315 2.989
C3 -4.801 -1.972 2.924
C4 -5.224 -0.919 2.114
C5 -4.294 -0.219 1.381
N1 -2.985 -0.552 1.452
C6 -2.581 -1.576 2.229
S1 -0.830 -1.739 2.010
H1 -5.519 -2.534 3.510
H2 -6.269 -0.649 2.056
H3 -4.564 0.608 0.739
O1 2.806 0.721 1.020
C7 2.315 -0.006 0.178
N2 2.840 -0.699 -0.826
C8 1.865 -1.361 -1.722
C9 0.641 -1.014 -0.930
O2 -0.630 -1.212 -1.113
N3 0.893 -0.254 0.127
C10 2.121 -2.846 -1.862
C11 1.728 -3.701 -0.833
C12 2.011 -5.053 -0.906
C13 2.700 -5.550 -2.006
C14 3.096 -4.699 -3.027
C15 2.804 -3.343 -2.963
C16 1.638 -0.573 -3.024
C17 2.258 0.650 -3.263
C18 2.000 1.329 -4.446
C19 1.111 0.803 -5.373
C20 0.480 -0.410 -5.123
C21 0.740 -1.100 -3.951
H4 3.838 -0.748 -0.986
H5 1.205 -3.314 0.040
H6 1.703 -5.720 -0.112
H7 2.930 -6.605 -2.065
H8 3.633 -5.090 -3.881
H9 3.109 -2.686 -3.768
H10 2.968 1.068 -2.561
H11 2.508 2.261 -4.650
H12 0.920 1.330 -6.298
H13 -0.200 -0.830 -5.852
H14 0.268 -2.059 -3.775
C22 1.783 3.851 3.462
C23 0.718 3.721 2.326
C24 -0.675 4.029 2.844
C25 1.126 4.593 1.132
N4 0.856 2.333 1.898
N5 0.026 1.303 2.260
H15 1.760 4.896 3.777
H16 2.785 3.618 3.104
H17 1.533 3.220 4.314
H18 -0.698 5.080 3.128
H19 -0.926 3.472 3.752
H20 -1.443 3.882 2.085
H21 1.163 5.629 1.466
H22 0.402 4.517 0.322
H23 2.118 4.327 0.764
H24 1.755 1.943 1.514
H25 -0.644 1.613 2.969
H26 0.597 0.534 2.624
F4 -2.066 1.895 0.629
As1 -2.317 2.284 -1.289
F5 -0.632 1.625 -1.159
F6 -2.640 0.432 -1.077
F7 -2.336 2.186 -2.938
F8 -3.929 2.534 -0.954
F9 -1.765 3.829 -1.007